(1)
{"formula": "C11H13N2O2", "method": "ωB97M-V/def2-TZVPD", "symbols": ["C", "C", "C", "C", "C", "C", "C", "C", "C", "C", "C", "N", "N", "O", "O", "H", "H", "H", "H", "H", "H", "H", "H", "H", "H", "H", "H", "H"], "coordinates": [[2.68829, 1.11975, -1.77470], [1.74322, 0.37178, -2.38934], [2.51283, 1.40540, -0.42298], [0.53651, 0.05637, -1.63972], [0.44775, 0.46934, -0.33781], [1.43898, 1.13765, 0.39281], [-0.56184, -0.86087, -2.00311], [-2.26818, -0.11074, 2.24671], [-1.60117, -1.43027, 2.45703], [-1.27118, -0.72580, 0.37220], [1.26925, 1.49761, 1.84174], [-1.45712, -1.10382, -1.01528], [-0.77808, -1.24750, -3.29955], [-2.37647, 0.01350, 0.79873], [-0.80777, -1.55685, 1.28906], [3.62875, 1.19196, -2.37395], [1.93923, -0.13238, -3.35375], [3.45990, 1.65489, 0.10467], [-3.17411, 0.18465, 2.70652], [-1.59693, 0.77782, 2.49538], [-0.91930, -1.13165, 3.35101], [-2.38725, -2.14804, 2.64509], [1.54872, 0.68239, 2.54790], [1.92554, 2.31529, 2.05402], [0.19066, 1.70446, 2.06985], [-2.34659, -1.49749, -1.26955], [-0.32339, -0.63108, -3.97401], [-1.46025, -2.00636, -3.51899]], "atomic_forces_ev_per_a": [[0.428, -1.225, -1.007], [-1.521, -1.113, -0.346], [3.082, 0.961, 1.389], [-2.315, -2.537, -1.465], [1.410, 0.752, 1.184], [-2.567, -0.811, -0.284], [3.338, 2.213, -1.037], [1.445, 3.423, -0.748], [0.656, 2.738, 3.247], [-2.556, 0.822, -2.851], [-0.492, -0.993, 0.422], [-0.186, -0.310, 2.402], [-0.681, -0.561, 0.541], [2.562, -1.880, -0.305], [0.164, -0.217, -0.879], [-0.675, 0.597, 1.180], [-0.384, 0.555, 0.521], [-0.846, 0.414, -0.190], [-1.226, -0.626, 0.342], [-0.488, -1.293, 0.028], [-1.005, -1.817, -1.307], [0.641, -1.090, -0.294], [0.000, 0.269, -0.678], [0.005, 0.710, 0.378], [1.125, 0.299, -0.301], [-0.431, 0.250, 0.281], [-0.700, -0.867, -0.095], [1.219, 1.335, -0.129]], "gap_ev": [5.610, 5.736], "total_energy_ha": -686.49783, "multiplicity": 3, "charge": 1}

***

(2)
{"formula": "C11H13N3", "method": "ωB97M-V/def2-TZVPD", "symbols": ["N", "C", "N", "C", "C", "C", "C", "C", "N", "C", "C", "C", "C", "C", "H", "H", "H", "H", "H", "H", "H", "H", "H", "H", "H", "H", "H"], "coordinates": [[-1.24243, -2.27644, -0.22656], [-0.68905, -1.08012, -0.00220], [-1.33514, 0.11021, -0.08378], [-2.14137, 0.19686, -1.25915], [-2.45079, 1.47548, -1.71895], [-1.97068, 2.71751, -1.08480], [-1.19755, 2.60848, 0.02089], [-1.00692, 1.25871, 0.71380], [0.67341, -1.01380, 0.44108], [1.28580, -1.83293, 1.32450], [2.56019, -1.63521, 1.66516], [3.27589, -0.66062, 0.97865], [2.82434, -0.03638, -0.11580], [1.44034, -0.11481, -0.23796], [-0.61662, -2.96457, -0.83788], [-2.16890, -2.48503, -0.42272], [-2.28378, -0.72563, -2.01822], [-2.58448, 1.46183, -2.79753], [-2.19416, 3.71502, -1.38789], [-0.86012, 3.44059, 0.62463], [-0.07277, 1.05998, 1.15094], [-1.84310, 1.30464, 1.35361], [0.76453, -2.72999, 1.66641], [2.97739, -2.12632, 2.53927], [4.38598, -0.62320, 1.32010], [3.55357, 0.26859, -0.84418], [0.91644, 0.68714, -0.76142]], "atomic_forces_ev_per_a": [[5.158, -1.598, -2.059], [-1.792, 1.863, 1.369], [0.958, -4.595, -2.377], [-1.476, 1.907, -2.513], [1.993, -2.130, -0.118], [0.839, -1.003, 1.975], [-0.386, -0.858, -0.705], [-1.153, 1.604, -1.424], [0.796, 0.536, -0.889], [-1.796, -2.198, 0.234], [0.583, 1.096, 1.118], [4.415, -2.021, 2.600], [-1.404, -0.513, -0.729], [0.383, 1.451, -0.928], [-1.462, 1.636, 2.029], [-2.394, 0.412, -0.095], [0.479, 2.202, 2.401], [-1.061, 0.323, 0.191], [-0.380, 0.247, -0.776], [0.105, 0.161, -0.286], [0.827, 0.393, 1.155], [-0.582, -0.153, 1.939], [-0.353, 0.603, 0.085], [0.055, -0.289, -0.427], [-1.937, 0.388, -0.921], [-0.412, 1.314, -0.247], [-0.003, -0.779, -0.603]], "gap_ev": [6.684, 6.684], "total_energy_ha": -590.48202, "smiles": "[NH2+]=C(N1C=CC=CC1)[n+]1ccccc1", "charge": 2}

***

(3)
{"formula": "C11H13N3OS", "method": "ωB97M-V/def2-TZVPD", "symbols": ["C", "O", "C", "C", "C", "C", "C", "C", "C", "N", "N", "C", "S", "C", "N", "C", "H", "H", "H", "H", "H", "H", "H", "H", "H", "H", "H", "H", "H"], "coordinates": [[-2.40269, -2.80179, 0.59521], [-1.48137, -1.77059, 0.33785], [-1.94731, -0.54140, 0.01794], [-3.28535, -0.16383, 0.05381], [-3.65532, 1.13750, -0.24255], [-2.70363, 2.08236, -0.57750], [-1.36964, 1.71691, -0.62430], [-0.97923, 0.41670, -0.33498], [0.42253, 0.02775, -0.42333], [0.90714, -0.97043, -1.10990], [2.23913, -0.98263, -0.97190], [2.55852, 0.01431, -0.19122], [4.15810, 0.45012, 0.32100], [5.05854, -0.89288, -0.49426], [1.44722, 0.70694, 0.19286], [1.40176, 1.83147, 1.08012], [-3.07250, -2.96315, -0.25484], [-2.99495, -2.59955, 1.49456], [-1.80155, -3.69540, 0.75357], [-4.04872, -0.87926, 0.31571], [-4.69983, 1.40944, -0.20906], [-2.99580, 3.09493, -0.80902], [-0.62223, 2.44087, -0.91439], [6.11114, -0.74315, -0.27704], [4.70834, -1.83993, -0.09743], [4.86704, -0.84179, -1.56082], [1.70265, 2.74453, 0.56057], [2.09065, 1.66439, 1.90985], [0.38737, 1.94757, 1.45950]], "atomic_forces_ev_per_a": [[-0.166, -0.166, 0.079], [0.045, 0.323, -0.099], [0.106, 0.188, 0.038], [-0.018, -0.307, 0.055], [0.077, 0.082, -0.037], [-0.110, 0.155, 0.006], [-0.096, -0.210, 0.026], [-0.248, -0.103, 0.034], [0.321, -0.033, -0.038], [-1.259, -0.041, -0.226], [1.074, 0.033, 0.168], [-0.040, 0.083, 0.003], [0.350, 0.124, 0.120], [-0.316, 0.162, 0.081], [0.202, -0.677, -0.418], [0.057, 0.387, 0.235], [0.020, 0.020, 0.029], [0.016, -0.006, -0.057], [-0.085, 0.038, -0.003], [-0.034, -0.088, 0.036], [-0.083, 0.014, 0.003], [-0.034, 0.083, -0.028], [0.092, 0.049, -0.029], [0.048, 0.037, 0.030], [0.062, -0.085, -0.054], [0.068, -0.085, -0.047], [-0.059, -0.002, 0.064], [-0.097, 0.018, 0.016], [0.106, 0.007, 0.014]], "gap_ev": 8.699, "total_energy_ha": -1064.63825, "smiles": "COc1ccccc1-c1nnc(SC)n1C"}

***

(4)
{"formula": "C11H13N8O2Pd", "method": "ωB97M-V/def2-TZVPD", "symbols": ["Pd", "O", "C", "O", "C", "C", "C", "C", "C", "N", "H", "H", "H", "H", "C", "C", "N", "C", "C", "N", "H", "H", "H", "H", "H", "H", "N", "N", "N", "C", "N", "N", "H", "H", "H"], "coordinates": [[-0.01142, -0.03478, -0.05771], [-3.54200, 0.45251, 1.61211], [-2.49940, 0.08966, 1.14325], [-1.66317, 0.85864, 0.47664], [-2.02667, -1.35205, 1.27703], [-2.83881, -2.36021, 1.74913], [-2.32164, -3.64260, 1.84223], [-1.00285, -3.87108, 1.47837], [-0.23869, -2.81610, 1.01653], [-0.75185, -1.58760, 0.91510], [-3.85167, -2.10840, 2.03200], [-2.93714, -4.45694, 2.19918], [-0.56407, -4.85586, 1.54683], [0.79487, -2.93816, 0.72775], [3.22463, -0.29324, 1.07807], [2.85692, -0.88848, -0.23117], [1.65347, -0.93363, -0.77612], [1.76319, -1.57725, -1.99365], [3.05547, -1.93844, -2.17682], [3.72576, -1.49964, -1.05791], [2.35207, 0.17183, 1.53076], [3.98873, 0.47346, 0.95217], [3.60982, -1.05520, 1.75697], [0.91281, -1.73605, -2.63268], [3.54480, -2.45856, -2.97970], [4.71225, -1.60074, -0.88535], [-1.52127, 3.19132, -1.54383], [-0.18840, 3.11138, -1.21707], [0.63588, 4.10960, -1.27477], [1.78950, 3.52568, -0.93770], [1.64782, 2.23392, -0.67419], [0.34881, 1.98141, -0.88391], [-1.78243, 4.16844, -1.57556], [-2.05054, 2.62718, -0.88243], [2.71975, 4.06216, -0.88033]], "atomic_forces_ev_per_a": [[-0.593, 1.318, -0.651], [-0.083, -0.101, -0.020], [0.016, -0.028, -0.056], [-0.248, -0.236, 0.334], [0.086, 0.156, 0.099], [-0.024, 0.097, 0.075], [0.010, -0.019, -0.004], [0.033, 0.010, 0.049], [-0.071, -0.029, 0.104], [-0.140, -0.364, -0.217], [0.002, -0.015, 0.001], [-0.008, 0.000, 0.000], [0.004, 0.001, 0.008], [-0.017, -0.003, -0.076], [0.002, 0.021, 0.016], [0.068, -0.075, -0.010], [0.148, 0.129, 0.154], [-0.022, -0.092, -0.008], [-0.063, 0.008, 0.010], [0.010, 0.027, -0.005], [0.002, -0.001, -0.013], [-0.010, 0.008, -0.009], [0.000, 0.001, -0.001], [0.002, 0.018, -0.008], [0.008, 0.014, -0.009], [0.000, 0.001, 0.008], [0.113, -0.100, -0.192], [-0.868, -0.289, 0.087], [0.031, 0.017, -0.073], [0.067, 0.058, 0.089], [-0.360, 0.129, -0.303], [1.969, -0.743, 0.381], [-0.039, -0.014, 0.120], [-0.029, 0.092, 0.110], [0.001, 0.002, 0.010]], "gap_ev": 9.295, "total_energy_ha": -1143.17671, "charge": 1}

***

(5)
{"formula": "C11H13NO", "method": "ωB97M-V/def2-TZVPD", "symbols": ["C", "C", "C", "C", "C", "C", "C", "C", "C", "C", "C", "H", "H", "H", "H", "H", "H", "H", "H", "H", "H", "H", "H", "H", "N", "O"], "coordinates": [[-2.43193, -1.91318, 1.07440], [-2.05026, -1.46233, -0.29099], [-1.52038, -0.12522, -0.33458], [-2.36452, 1.02859, -0.18854], [-1.64773, 2.21012, -0.01536], [-0.16012, 2.28549, 0.01917], [0.60575, 1.18872, -0.37174], [2.13940, 1.34163, -0.31776], [2.07047, 0.95381, 1.19107], [-0.06658, -0.04158, -0.66423], [1.73609, -1.73194, -0.29486], [-1.49394, -1.86853, 1.83596], [-2.95214, -2.97739, 1.02065], [-3.30411, -1.16982, 1.39258], [-3.10552, -1.32871, -0.46783], [-1.38751, -2.10556, -1.09302], [-3.36628, 0.54890, -0.54190], [-2.09495, 3.13154, 0.19631], [0.29363, 3.36517, 0.24728], [2.71270, 2.40166, -0.46287], [2.84731, 0.77964, -0.95565], [1.40025, 1.66944, 1.77628], [3.23026, 0.92703, 2.15414], [1.73790, -0.12862, 1.27831], [0.60583, -1.37316, -0.81048], [2.92256, -2.00468, 0.05669]], "atomic_forces_ev_per_a": [[0.223, -1.276, 3.394], [-0.292, -1.491, -2.696], [4.026, 1.645, -1.369], [1.724, -3.056, -1.503], [2.450, -0.460, 0.306], [-2.738, 1.390, -0.545], [0.224, 0.375, -2.235], [1.452, 1.788, 1.384], [3.252, -0.626, 4.059], [-1.856, -0.212, 2.724], [2.129, 1.313, -0.701], [-2.455, -0.364, -1.365], [1.367, 2.089, 0.372], [2.099, -1.537, 0.003], [-0.482, -0.291, -2.477], [-2.278, 0.904, 2.474], [0.863, 2.580, 1.390], [-0.953, 1.201, 0.044], [-0.880, -2.782, -0.574], [-2.406, -1.871, 0.483], [-1.121, -0.740, 0.455], [0.968, -1.290, -0.946], [-2.889, 0.156, -3.310], [0.225, 1.656, 0.320], [4.622, -0.030, 2.353], [-7.274, 0.930, -2.042]], "gap_ev": 8.956, "total_energy_ha": -556.70865}

***

(6)
{"formula": "C11H13NO3", "method": "ωB97M-V/def2-TZVPD", "symbols": ["C", "C", "C", "C", "C", "C", "C", "C", "C", "C", "C", "N", "O", "O", "O", "H", "H", "H", "H", "H", "H", "H", "H", "H", "H", "H", "H", "H"], "coordinates": [[-3.46880, -0.91361, -0.07195], [-3.06498, -2.22757, 0.22326], [-2.58019, 0.09065, -0.31686], [-1.77120, -2.62530, 0.23975], [-1.23250, -0.17559, -0.02130], [-0.76656, -1.59892, 0.23300], [1.54604, -1.67133, 0.81862], [-0.20390, 0.78800, -0.06611], [2.97787, -2.50145, -0.77670], [-1.19797, 2.69473, 1.01887], [1.89049, 1.65966, -0.39656], [0.48206, -2.01208, 0.18496], [2.78054, -1.82931, 0.44315], [-0.67998, 2.11236, -0.21187], [1.07643, 0.57910, -0.10110], [-4.43330, -0.69569, -0.43025], [-3.89157, -2.93020, 0.23871], [-2.94257, 1.10122, -0.58339], [-1.32000, -3.59015, 0.45284], [3.79822, -1.95124, -1.37596], [2.02036, -2.58952, -1.40702], [3.41892, -3.46374, -0.57947], [-1.70739, 1.87536, 1.66711], [-1.71761, 3.61787, 0.85620], [-0.33047, 3.07242, 1.56251], [2.93477, 1.57277, -0.08167], [1.53794, 2.61414, -0.04307], [1.87792, 1.78417, -1.51148]], "atomic_forces_ev_per_a": [[1.035, 0.922, -1.164], [-1.255, -1.144, -0.485], [-0.689, 0.389, 1.159], [1.267, 1.368, 1.122], [4.287, -1.420, 0.314], [-2.332, 0.692, -1.662], [-1.413, 0.179, 1.295], [-4.360, 1.468, -0.044], [0.913, 0.528, -3.127], [1.176, -1.825, 1.188], [1.130, 1.739, -2.311], [1.984, 0.305, 0.857], [-0.356, -0.174, -0.237], [0.359, -0.706, 0.311], [0.725, -0.277, 0.528], [-1.484, -0.179, 0.236], [0.259, -0.313, 0.266], [0.503, -0.784, -0.001], [-0.789, -0.255, -0.261], [-1.439, -0.572, 0.846], [1.495, 0.179, 1.088], [-0.180, -0.569, 0.157], [0.496, 1.697, -1.236], [-1.046, -0.094, -0.727], [0.214, -0.366, 0.424], [-0.429, -0.803, 0.207], [-0.360, 0.104, 0.524], [0.286, -0.089, 0.733]], "gap_ev": [5.807, 7.151], "total_energy_ha": -707.21750}